318
Properties=species:S:1:pos:R:3 method="wB97M-V/def2-TZVPD" spin_multiplicity=1 homo_energy_ha=-0.31143 total_energy_ha=-6298.20057 charge=0 lumo_energy_ev=0.02
C -0.495 6.568 -4.103
O -1.356 5.684 -3.952
N -0.746 7.615 -4.786
N 0.740 6.508 -3.785
H -1.582 7.737 -5.340
H 0.039 8.240 -4.897
H 1.364 7.256 -4.052
H 1.061 5.662 -3.336
C -2.730 0.966 2.489
O -2.929 0.735 3.640
N -3.722 1.106 1.651
N -1.602 1.284 2.009
H -4.665 1.020 2.003
H -3.681 1.107 0.642
H -0.883 1.100 2.694
H -1.503 1.445 1.017
C -4.184 4.570 -2.721
O -5.183 4.062 -2.259
N -3.197 4.785 -1.994
N -3.961 4.961 -3.914
H -2.315 4.978 -2.446
H -3.383 4.734 -1.002
H -3.057 5.349 -4.142
H -4.750 4.814 -4.528
C 2.233 3.192 -2.779
O 1.109 3.209 -3.285
N 3.070 2.212 -2.919
N 2.740 4.234 -2.207
H 3.456 2.026 -2.005
H 2.652 1.430 -3.404
H 2.187 4.911 -1.703
H 3.704 4.108 -1.931
C -1.808 2.723 -6.050
O -2.441 2.106 -6.827
N -1.685 4.000 -6.128
N -0.899 2.297 -5.153
H -2.156 4.416 -6.919
H -1.041 4.470 -5.508
H -0.702 1.307 -5.105
H -0.336 2.995 -4.689
C -6.097 3.755 -6.266
O -5.589 4.757 -6.744
N -5.562 2.674 -5.672
N -7.393 3.681 -6.105
H -4.605 2.508 -5.947
H -6.152 1.916 -5.359
H -7.905 2.925 -5.673
H -7.892 4.549 -6.233
C -3.857 -2.585 -0.149
O -3.337 -3.387 -1.015
N -4.647 -2.962 0.751
N -3.329 -1.434 0.191
H -5.518 -2.469 0.885
H -4.589 -3.962 0.880
H -2.571 -1.035 -0.343
H -3.656 -0.920 0.997
C 4.531 -5.189 -3.661
O 5.313 -5.285 -4.570
N 4.207 -6.184 -2.858
N 3.741 -4.138 -3.425
H 4.617 -7.093 -3.019
H 3.506 -6.063 -2.142
H 2.957 -4.188 -2.790
H 3.706 -3.456 -4.169
C 0.173 -4.031 -1.731
O 1.418 -4.024 -1.705
N -0.505 -4.332 -2.804
N -0.611 -4.101 -0.714
H -1.495 -4.438 -2.634
H -0.004 -4.330 -3.681
H -1.600 -4.240 -0.868
H -0.178 -4.272 0.182
C 6.328 3.456 -0.704
O 5.323 4.040 -1.002
N 7.315 4.124 -0.231
N 6.589 2.185 -0.892
H 8.124 3.582 0.036
H 7.267 5.133 -0.240
H 5.821 1.689 -1.321
H 7.381 1.750 -0.441
C 3.898 -5.035 0.559
C 4.896 -6.096 1.046
C 6.325 -5.688 0.733
O 7.234 -6.648 1.308
C 8.552 -6.443 0.669
N 4.606 -6.304 2.425
H 2.855 -5.348 0.582
H 4.053 -4.582 -0.421
H 3.884 -4.132 1.168
H 4.628 -7.114 0.763
H 6.566 -4.724 1.180
H 6.421 -5.614 -0.350
H 8.413 -6.817 -0.345
H 9.290 -6.993 1.253
H 8.963 -5.433 0.680
H 5.109 -7.086 2.821
H 5.022 -5.527 2.918
C -4.599 -6.062 5.684
C -4.756 -5.664 4.178
C -3.719 -4.693 3.622
O -3.373 -3.708 4.589
C -2.274 -2.816 4.327
N -4.910 -6.795 3.216
H -3.714 -6.695 5.760
H -5.366 -6.763 6.012
H -4.540 -5.247 6.404
H -5.741 -5.200 4.140
H -3.918 -4.161 2.691
H -2.829 -5.318 3.554
H -2.306 -2.023 5.074
H -2.427 -2.328 3.364
H -1.330 -3.347 4.445
H -4.194 -7.481 3.410
H -4.798 -6.496 2.258
C -5.088 6.965 2.342
C -3.990 6.459 1.542
C -2.554 6.475 2.209
O -2.238 7.754 2.922
C -0.881 8.053 3.164
N -4.286 5.120 1.136
H -5.342 6.349 3.204
H -6.018 6.956 1.772
H -4.881 8.007 2.584
H -3.995 6.892 0.542
H -1.871 6.384 1.365
H -2.329 5.619 2.845
H -0.172 7.418 3.695
H -0.898 8.922 3.823
H -0.319 8.385 2.291
H -5.260 5.047 0.881
H -4.075 4.650 2.004
C 1.253 4.750 2.770
C 1.987 5.055 1.441
C 1.254 6.163 0.520
O 2.027 6.370 -0.592
C 1.980 7.673 -1.013
N 3.250 5.593 1.806
H 1.549 3.808 3.233
H 0.180 4.640 2.614
H 1.487 5.495 3.531
H 2.114 4.164 0.825
H 1.258 7.021 1.192
H 0.226 5.980 0.206
H 0.994 8.103 -1.192
H 2.619 7.645 -1.895
H 2.550 8.209 -0.254
H 3.920 4.842 1.719
H 3.582 6.177 1.053
C -3.504 -1.073 -3.928
C -4.037 -2.407 -4.586
C -3.030 -3.248 -5.407
O -2.251 -2.520 -6.294
C -1.545 -3.230 -7.205
N -4.729 -3.008 -3.534
H -3.091 -0.496 -4.755
H -2.691 -1.312 -3.243
H -4.262 -0.445 -3.458
H -4.790 -2.084 -5.305
H -3.498 -4.097 -5.906
H -2.431 -3.799 -4.683
H -0.703 -3.811 -6.827
H -1.306 -2.450 -7.927
H -2.131 -3.951 -7.775
H -4.102 -3.128 -2.752
H -4.927 -3.968 -3.779
C -6.628 0.349 -2.027
C -7.884 -0.411 -1.800
C -7.967 -0.828 -0.377
O -9.061 -1.779 -0.266
C -9.513 -2.097 0.966
N -9.061 0.409 -2.102
H -5.794 -0.174 -1.559
H -6.834 1.360 -1.675
H -6.520 0.314 -3.111
H -7.694 -1.357 -2.307
H -8.269 0.000 0.263
H -7.022 -1.218 0.001
H -10.594 -2.194 1.063
H -9.198 -1.277 1.611
H -8.912 -2.928 1.336
H -9.826 -0.124 -1.713
H -9.116 1.245 -1.538
C -0.090 -1.177 -5.139
C 1.439 -1.071 -5.550
C 1.792 -2.046 -6.626
O 2.534 -3.132 -6.110
C 2.909 -4.169 -7.018
N 1.809 0.323 -5.867
H -0.757 -0.551 -5.731
H -0.081 -0.680 -4.169
H -0.439 -2.185 -4.913
H 2.071 -1.354 -4.708
H 2.463 -1.537 -7.318
H 0.981 -2.339 -7.293
H 2.054 -4.432 -7.642
H 3.249 -5.036 -6.452
H 3.729 -3.801 -7.634
H 1.591 0.415 -6.849
H 2.805 0.483 -5.830
C 5.937 5.260 4.082
C 4.899 4.375 4.756
C 3.744 5.043 5.646
O 4.451 5.510 6.784
C 4.664 4.602 7.869
N 4.387 3.539 3.709
H 6.446 4.710 3.291
H 6.724 5.566 4.771
H 5.500 6.196 3.733
H 5.414 3.731 5.469
H 2.924 4.362 5.868
H 3.278 5.938 5.234
H 3.686 4.279 8.227
H 5.282 4.929 8.705
H 5.108 3.697 7.455
H 3.780 4.094 3.122
H 3.799 2.870 4.186
C 5.760 0.577 2.066
C 6.196 0.655 3.549
C 7.036 -0.575 3.931
O 6.192 -1.799 3.954
C 6.823 -2.969 4.435
N 6.994 1.845 3.640
H 5.232 -0.376 2.018
H 6.510 0.486 1.280
H 5.013 1.284 1.707
H 5.291 0.683 4.156
H 7.417 -0.344 4.926
H 7.854 -0.833 3.257
H 7.846 -3.159 4.112
H 6.149 -3.785 4.172
H 6.806 -3.036 5.522
H 6.489 2.650 3.296
H 7.059 2.094 4.617
C -6.802 3.482 2.419
C -7.542 3.196 1.109
C -9.063 3.381 1.212
O -9.569 2.880 -0.001
C -11.002 3.029 -0.276
N -7.027 4.142 0.116
H -6.660 4.562 2.451
H -5.926 2.839 2.500
H -7.521 3.307 3.220
H -7.262 2.191 0.795
H -9.405 4.416 1.227
H -9.374 2.766 2.057
H -11.224 4.058 -0.562
H -11.736 2.618 0.416
H -11.179 2.497 -1.211
H -7.536 3.986 -0.742
H -6.132 3.756 -0.147
C 2.596 -0.354 -0.068
C 1.037 -0.207 0.154
C 0.277 0.455 -0.963
O -1.148 0.371 -0.628
C -2.046 0.826 -1.648
N 0.508 -1.489 0.441
H 3.083 -1.060 0.606
H 3.127 0.596 -0.011
H 2.864 -0.621 -1.090
H 0.846 0.523 0.940
H 0.347 -0.153 -1.865
H 0.517 1.517 -1.010
H -2.100 1.914 -1.682
H -3.049 0.419 -1.520
H -1.650 0.455 -2.594
H -0.482 -1.610 0.594
H 0.748 -2.253 -0.174
C 7.613 -0.270 -2.635
C 6.662 -1.270 -3.370
C 7.101 -1.819 -4.734
O 6.814 -0.883 -5.665
C 6.785 -1.385 -7.026
N 6.325 -2.314 -2.450
H 7.456 0.772 -2.913
H 8.661 -0.460 -2.865
H 7.672 -0.356 -1.550
H 5.707 -0.743 -3.380
H 6.452 -2.671 -4.934
H 8.141 -2.144 -4.771
H 7.229 -2.363 -7.214
H 7.250 -0.541 -7.535
H 5.745 -1.429 -7.350
H 6.220 -1.806 -1.583
H 5.355 -2.564 -2.576
C 0.186 -0.670 5.136
C 0.668 -1.577 6.145
C 2.047 -2.130 5.751
O 1.890 -3.014 4.648
C 3.083 -3.331 3.987
N 0.681 -0.780 7.358
H 0.162 -1.181 4.173
H 0.648 0.317 5.102
H -0.866 -0.439 5.299
H -0.024 -2.419 6.187
H 2.292 -2.740 6.620
H 2.758 -1.304 5.719
H 3.586 -4.096 4.578
H 3.626 -2.650 3.331
H 2.710 -3.799 3.076
H -0.101 -0.141 7.379
H 1.347 -0.021 7.327
C 1.042 -6.080 3.853
C 0.472 -7.489 4.000
C -0.041 -7.833 5.402
O -0.460 -9.211 5.496
C -0.831 -9.528 6.867
N -0.515 -7.542 2.881
H 1.974 -5.971 4.407
H 0.419 -5.299 4.288
H 1.275 -5.721 2.850
H 1.229 -8.255 3.831
H -0.889 -7.199 5.663
H 0.715 -7.590 6.149
H 0.005 -9.749 7.531
H -1.465 -10.404 6.728
H -1.442 -8.762 7.344
H -1.084 -6.712 2.969
H -1.175 -8.227 3.223